The following is a quantum chemistry calculation of C43H37GeN10O4PSeTl as an isolated structure in a non-equilibrium geometry, from the Open Molecules 2025 dataset.

Geometry as XYZ:
```
98
Properties=species:S:1:pos:R:3
Tl -0.19 0.30 0.24
O -3.29 -3.12 -1.23
C -2.33 -2.55 -0.76
O -1.74 -1.47 -1.23
C -1.80 -2.95 0.59
C -2.02 -4.24 1.05
C -1.67 -4.55 2.35
C -1.13 -3.55 3.15
C -0.91 -2.30 2.60
N -1.22 -2.02 1.34
C -0.32 -1.18 3.48
O -0.21 -1.43 4.69
O -0.01 -0.12 2.88
H -2.49 -4.96 0.39
H -1.82 -5.55 2.74
H -0.87 -3.71 4.19
C 0.97 2.06 3.57
N 1.05 2.59 2.22
C 0.17 3.47 1.65
C 0.66 3.74 0.40
N 1.82 3.04 0.19
C 2.01 2.34 1.29
P 3.50 1.31 1.53
C 3.89 0.96 -0.20
N 3.07 0.52 -1.13
C 3.84 0.23 -2.21
C 5.15 0.50 -1.94
N 5.18 0.97 -0.66
C 6.37 1.39 0.06
C 2.85 -0.33 2.02
N 2.35 -1.25 1.22
C 2.16 -2.36 1.98
C 2.56 -2.13 3.26
N 3.01 -0.84 3.28
C 3.50 -0.17 4.47
H 0.18 2.60 4.10
H 0.72 1.00 3.55
H 1.91 2.24 4.09
H -0.71 3.81 2.17
H 0.25 4.39 -0.35
H 3.41 -0.15 -3.12
H 6.04 0.42 -2.54
H 7.06 1.86 -0.64
H 6.10 2.11 0.82
H 6.87 0.54 0.53
H 1.72 -3.25 1.56
H 2.51 -2.72 4.16
H 4.33 -0.73 4.90
H 3.84 0.82 4.21
H 2.70 -0.10 5.21
Se -3.11 4.24 -0.60
N -3.71 4.55 1.04
C -3.53 3.42 1.70
C -3.84 3.21 3.08
C -3.57 1.99 3.60
C -3.00 0.96 2.77
N -2.70 1.10 1.52
C -2.96 2.32 0.96
N -2.65 2.57 -0.30
H -4.26 4.02 3.67
H -3.77 1.78 4.64
H -2.78 0.00 3.22
C -2.46 -0.68 -2.23
Ge -1.67 -0.44 -3.92
C -0.94 -2.11 -4.71
C -1.71 -2.94 -5.53
C -1.28 -4.22 -5.85
C -0.08 -4.70 -5.35
C 0.70 -3.89 -4.54
C 0.27 -2.61 -4.22
C -0.26 0.92 -4.06
C 0.72 0.88 -5.06
C 1.59 1.94 -5.25
C 1.51 3.06 -4.43
C 0.55 3.11 -3.43
C -0.33 2.05 -3.25
C -3.10 0.32 -5.04
C -3.01 0.42 -6.43
C -3.99 1.07 -7.17
C -5.08 1.64 -6.53
C -5.19 1.55 -5.14
C -4.21 0.90 -4.41
H -3.47 -1.06 -2.31
H -2.66 -2.58 -5.90
H -1.90 -4.85 -6.48
H 0.25 -5.70 -5.60
H 1.63 -4.27 -4.13
H 0.88 -1.99 -3.57
H 0.79 0.00 -5.70
H 2.35 1.89 -6.02
H 2.19 3.89 -4.57
H 0.49 3.98 -2.78
H -1.08 2.08 -2.46
H -2.16 -0.02 -6.94
H -3.90 1.14 -8.25
H -5.84 2.16 -7.10
H -6.04 1.99 -4.64
H -4.28 0.84 -3.33
```

The electronic energy comes out at -204127.1216 eV. The calculation puts the energy relative to the best compared isomer or geometry (same formula, charge and spin) at 17.5 kcal per mole. As for the net charge: -1.

***

The following is a quantum chemistry calculation of C43H38BMoN7Te4 as an isolated structure in a non-equilibrium geometry, from the Open Molecules 2025 dataset.

Geometry as XYZ:
```
94
Properties=species:S:1:pos:R:3
Mo -0.41 -0.10 0.59
C -3.45 4.03 -1.40
C -3.15 2.72 -0.78
C -4.04 1.73 -0.36
C -3.24 0.70 0.14
N -1.96 1.08 0.03
N -1.90 2.30 -0.52
B -0.47 2.85 -0.86
N 0.30 2.85 0.47
N 0.08 1.81 1.32
C 0.27 2.28 2.58
C 0.75 3.58 2.51
C 0.73 3.92 1.16
C 1.04 5.23 0.53
C -0.36 1.67 3.76
C 0.04 2.01 5.05
C -0.74 1.65 6.14
C -1.91 0.93 5.97
C -2.31 0.57 4.69
C -1.55 0.94 3.60
N 0.12 1.83 -1.84
N -0.15 0.52 -1.64
C 0.05 -0.11 -2.81
C 0.51 0.83 -3.75
C 0.51 2.05 -3.11
C 0.84 3.38 -3.67
C -0.38 -1.47 -3.13
C 0.30 -2.26 -4.04
C -0.19 -3.51 -4.39
C -1.35 -4.00 -3.80
C -2.06 -3.20 -2.92
C -1.60 -1.93 -2.62
C -3.44 -0.63 0.71
C -2.31 -1.50 0.74
C -2.46 -2.78 1.25
C -3.66 -3.18 1.81
C -4.76 -2.32 1.81
C -4.64 -1.05 1.26
H -4.53 4.19 -1.44
H -3.06 4.07 -2.42
H -3.00 4.85 -0.83
H -5.11 1.75 -0.44
H -0.53 3.94 -1.32
H 1.01 4.23 3.32
H 1.66 5.82 1.20
H 0.12 5.78 0.35
H 1.55 5.11 -0.42
H 0.94 2.59 5.20
H -0.43 1.93 7.14
H -2.53 0.68 6.82
H -3.24 0.04 4.53
H -1.92 0.76 2.59
H 0.73 0.65 -4.79
H 1.30 3.25 -4.65
H 1.53 3.93 -3.03
H -0.06 3.99 -3.80
H 1.22 -1.90 -4.49
H 0.33 -4.10 -5.13
H -1.71 -4.98 -4.06
H -2.99 -3.55 -2.49
H -2.23 -1.24 -2.07
H -1.52 -1.30 -0.06
H -1.64 -3.48 1.20
H -3.76 -4.17 2.22
H -5.70 -2.64 2.22
H -5.49 -0.37 1.25
Te 2.24 -3.38 2.44
Te 1.30 -4.37 4.82
Te -0.85 -2.66 4.59
Te 0.77 -1.13 3.00
N 1.13 -0.92 0.12
C 2.25 -1.33 -0.35
C 2.40 -2.65 -0.98
C 1.44 -3.65 -0.73
C 1.58 -4.90 -1.29
C 2.67 -5.17 -2.11
C 3.60 -4.18 -2.40
C 3.47 -2.92 -1.83
C 3.42 -0.46 -0.14
C 4.65 -0.99 0.27
C 5.69 -0.14 0.59
C 5.53 1.23 0.49
C 4.32 1.76 0.07
C 3.26 0.93 -0.23
H 0.59 -3.42 -0.10
H 0.84 -5.66 -1.09
H 2.79 -6.15 -2.55
H 4.44 -4.38 -3.05
H 4.18 -2.15 -2.07
H 4.77 -2.06 0.37
H 6.64 -0.56 0.92
H 6.35 1.89 0.75
H 4.20 2.84 -0.02
H 2.32 1.33 -0.57
```

The electronic energy comes out at -87333.5820 eV. The calculation puts the energy relative to the best compared isomer or geometry (same formula, charge and spin) at 33.5 kcal per mole. As for the net charge: +2.